Entry i
ORCA calculation (ωB97M-V/def2-TZVPD) on a single C5H7ClO2 molecule.

XYZ file:
```
15
Properties=species:S:1:pos:R:3
O 1.74 -0.46 -0.48
C 0.69 0.49 -0.30
C -0.02 0.79 -1.65
O -1.26 0.07 -1.60
C -1.45 -0.37 -0.34
C -0.40 -0.20 0.48
C -0.15 -0.66 1.84
Cl -1.61 -1.12 2.77
H 2.52 0.01 -0.78
H 1.17 1.44 0.17
H 0.55 0.34 -2.48
H -0.19 1.82 -1.92
H -2.41 -0.77 -0.04
H 0.31 0.17 2.44
H 0.51 -1.56 1.89
```

Results
Kohn-Sham gap, eV: 9.4
SMILES: O[C@H]1COC=C1CCl
Multiplicity: 1
HOMO energy, eV: -8.73

=====

Entry ii
ORCA calculation (ωB97M-V/def2-TZVPD) on a single C5H7ClO2 molecule.

XYZ file:
```
15
Properties=species:S:1:pos:R:3
C -2.25 -0.45 0.15
C -0.05 -0.97 1.08
C 0.02 -0.02 -0.10
C 0.98 -0.34 -1.24
C 0.38 1.45 0.50
O -3.42 -0.50 0.23
O -1.34 0.11 -0.59
Cl 0.15 -2.63 0.77
H 0.53 -0.60 2.02
H 2.06 -0.27 -0.86
H 0.81 0.43 -2.04
H 0.74 -1.42 -1.47
H 1.32 1.29 0.94
H -0.47 1.79 1.09
H 0.54 2.12 -0.47
```

Results
Kohn-Sham gap (alpha / beta), eV: 7.8 / 8.6
Multiplicity: 1
HOMO energy (alpha / beta), eV: -8.12 / -8.54

=====

It is entry i that is most stable; the runner-up trails by 54.9 kcal/mol.

=====

Entry i
ORCA calculation (ωB97M-V/def2-TZVPD) on a single C6H9NS molecule.

XYZ file:
```
17
Properties=species:S:1:pos:R:3
C 1.82 -0.68 -0.25
C 0.47 -0.15 -0.03
C -0.45 -1.31 -0.33
C -1.93 -0.69 -0.59
N -3.03 -0.31 -0.21
C -0.13 0.66 1.16
C -0.49 1.87 0.16
S -0.12 1.01 -1.36
H 2.30 -1.43 0.65
H 1.73 -1.39 -1.21
H 2.70 0.03 -0.69
H -0.72 -2.25 0.39
H -0.17 -1.58 -1.47
H -1.02 0.29 1.65
H 0.61 1.08 1.79
H -0.06 2.91 0.21
H -1.52 1.94 0.11
```

Results
Kohn-Sham gap, eV: 9.2
SMILES: C[C@@]1(CC#N)CCS1
Multiplicity: 1
HOMO energy, eV: -8.67

=====

Entry ii
ORCA calculation (ωB97M-V/def2-TZVPD) on a single C6H9NS molecule.

XYZ file:
```
17
Properties=species:S:1:pos:R:3
C -0.54 1.23 2.41
C -0.11 0.71 1.21
S 1.47 1.10 0.34
C 1.77 -0.25 -1.00
C 0.46 -0.77 -1.58
C -0.51 -0.89 -0.41
N -1.95 -0.54 -0.35
C -1.05 0.40 0.12
H -1.65 1.32 2.53
H 0.22 1.76 3.12
H 2.39 -1.02 -0.52
H 2.61 0.15 -1.56
H 0.03 -0.05 -2.20
H 0.81 -1.57 -2.32
H -0.43 -1.62 0.42
H -2.40 -1.29 0.25
H -1.12 1.33 -0.45
```

Results
Kohn-Sham gap, eV: 9.3
SMILES: C=C1SCC[C@@H]2N[C@@H]12
Multiplicity: 1
HOMO energy, eV: -8.46

=====

It is entry i that is most stable; the runner-up trails by 6.0 kcal/mol.

=====

Entry i
ORCA calculation (ωB97M-V/def2-TZVPD) on a single C6H9NS molecule.

XYZ file:
```
17
Properties=species:S:1:pos:R:3
N 2.36 -0.88 -0.19
C 1.69 0.37 -0.57
C 0.20 0.11 -0.07
C -0.33 -1.12 0.04
C -1.72 -0.97 0.54
S -2.96 -0.47 -0.76
C -2.06 0.48 0.45
C -0.84 1.27 0.01
H 2.70 -0.88 0.85
H 3.17 -0.91 -0.87
H 1.89 0.80 -1.63
H 2.14 1.22 0.05
H 0.23 -2.09 -0.22
H -2.09 -1.73 1.28
H -2.85 1.08 1.05
H -0.94 1.84 -0.90
H -0.58 1.90 0.93
```

Results
Kohn-Sham gap, eV: 9.1
SMILES: NCC1=C[C@@H]2S[C@@H]2C1
Multiplicity: 1
HOMO energy, eV: -8.26

=====

Entry ii
ORCA calculation (ωB97M-V/def2-TZVPD) on a single C6H9NS molecule.

XYZ file:
```
17
Properties=species:S:1:pos:R:3
C -2.68 -0.02 -0.25
C -1.63 -0.87 -0.35
C -0.65 -1.08 0.78
C 0.78 -0.93 0.41
S 1.67 -2.11 -0.24
N 1.34 0.30 0.59
C 1.02 1.51 -0.17
C 2.38 0.87 -0.22
H -3.27 0.26 -1.15
H -2.94 0.51 0.67
H -1.40 -1.34 -1.32
H -0.98 -0.41 1.55
H -0.76 -2.12 1.12
H 0.42 1.44 -1.05
H 0.79 2.38 0.49
H 2.63 0.34 -1.15
H 3.29 1.26 0.27
```

Results
Kohn-Sham gap, eV: 8.9
SMILES: C=CCC(=S)N1CC1
Multiplicity: 1
HOMO energy, eV: -8.52

=====

Entry iii
ORCA calculation (ωB97M-V/def2-TZVPD) on a single C6H9NS molecule.

XYZ file:
```
17
Properties=species:S:1:pos:R:3
S 2.80 0.05 0.06
C 1.36 -0.58 -0.27
N 0.12 -0.13 -0.12
C -0.26 1.15 0.44
C -1.62 1.31 -0.35
C -2.23 -0.02 -0.45
C -2.01 -0.92 0.81
C -1.07 -1.03 -0.29
H 1.22 -1.64 -0.86
H 0.47 2.05 0.31
H -0.24 1.10 1.58
H -1.34 1.73 -1.34
H -2.52 1.95 0.10
H -3.12 -0.12 -0.98
H -2.47 -1.94 0.76
H -1.72 -0.44 1.87
H -0.92 -2.00 -0.86
```

Results
Kohn-Sham gap, eV: 9.1
SMILES: S=CN1CC[C@@H]2C[C@@H]21
Multiplicity: 1
HOMO energy, eV: -8.21

=====

It is entry ii that is most stable; the runner-up trails by 3.3 kcal/mol.

=====

Entry i
ORCA calculation (ωB97M-V/def2-TZVPD) on a single C4H8S molecule.

XYZ file:
```
13
Properties=species:S:1:pos:R:3
C -0.18 -1.78 -1.68
C 0.25 -0.55 -1.37
S -0.66 0.90 -1.03
C 0.19 1.32 0.51
C -0.23 0.43 1.69
H 0.59 -2.48 -1.86
H -1.15 -2.08 -2.07
H 1.32 -0.27 -1.28
H 1.21 1.27 0.39
H -0.21 2.34 0.64
H -1.16 0.86 1.98
H -0.37 -0.65 1.59
H 0.40 0.69 2.51
```

Results
Kohn-Sham gap, eV: 9.4
SMILES: C=CSCC
Multiplicity: 1
HOMO energy, eV: -8.45

=====

Entry ii
ORCA calculation (ωB97M-V/def2-TZVPD) on a single C4H8S molecule.

XYZ file:
```
13
Properties=species:S:1:pos:R:3
S 1.28 2.15 0.11
C -0.40 1.10 0.21
C 0.04 -0.21 0.49
C 0.72 -0.99 -0.59
C -0.75 -1.20 -0.44
H 1.34 2.24 1.38
H -1.40 1.36 0.95
H -0.82 1.23 -0.79
H -0.25 -0.50 1.66
H 1.24 -0.26 -1.37
H 1.63 -1.69 -0.19
H -1.33 -0.90 -1.19
H -1.31 -2.33 -0.21
```

Results
Kohn-Sham gap, eV: 9.8
SMILES: SCC1CC1
Multiplicity: 1
HOMO energy, eV: -8.97

=====

It is entry i that is most stable; the runner-up trails by 66.5 kcal/mol.